Entry 1:
DFT (ωB97M-V/def2-TZVPD) results for one molecule with the formula C22H27NO6.

Element x y z (Å)
C: 1.268 0.105 1.986
C: 2.763 -0.145 2.160
O: 3.098 -1.114 3.140
C: 2.621 -2.422 2.949
C: 3.082 -3.114 1.656
O: 2.132 -2.896 0.618
C: 2.553 -2.251 -0.505
O: 3.710 -1.980 -0.720
C: 1.422 -1.904 -1.338
N: 0.139 -2.304 -1.012
C: -0.736 -1.728 -1.843
C: -0.031 -0.928 -2.736
C: 1.349 -1.044 -2.423
C: 2.465 -0.358 -3.111
C: -0.698 -0.051 -3.683
O: -0.132 0.616 -4.524
C: -2.218 -0.024 -3.543
C: -2.781 -0.465 -2.190
C: -2.502 0.485 -1.048
C: -3.299 0.417 0.087
C: -3.025 1.199 1.193
C: -1.945 2.073 1.216
O: -1.615 2.832 2.312
C: -2.424 2.753 3.457
C: -1.149 2.175 0.062
O: -0.050 2.963 -0.112
C: 0.236 4.030 0.766
C: -1.446 1.380 -1.042
C: -2.212 -1.851 -1.819
H: 1.125 0.936 1.302
H: 0.811 0.349 2.943
H: 0.765 -0.764 1.567
H: 3.249 0.763 2.526
H: 3.213 -0.401 1.193
H: 1.522 -2.454 2.984
H: 3.013 -2.975 3.805
H: 4.060 -2.737 1.340
H: 3.141 -4.193 1.818
H: -0.066 -2.934 -0.253
H: 2.669 -0.849 -4.063
H: 2.188 0.670 -3.332
H: 3.363 -0.391 -2.501
H: -2.603 -0.694 -4.319
H: -2.561 0.983 -3.790
H: -3.869 -0.557 -2.290
H: -4.145 -0.253 0.115
H: -3.665 1.112 2.056
H: -1.978 3.441 4.175
H: -3.453 3.067 3.250
H: -2.429 1.744 3.881
H: 0.543 3.675 1.752
H: -0.619 4.701 0.874
H: 1.061 4.566 0.298
H: -0.803 1.501 -1.897
H: -2.542 -2.591 -2.555
H: -2.565 -2.164 -0.835

net charge	0
HOMO energy	-8.2	eV
maximum force	0.687	eV/Å
gap between HOMO and LUMO	8.68	eV
SMILES	CCOCCOC(=O)c1[nH]c2c(c1C)C(=O)C[C@H](c1ccc(OC)c(OC)c1)C2
LUMO energy	0.5	eV


Entry 2:
DFT (ωB97M-V/def2-TZVPD) results for C22H28F10N4OPtSSi as an isolated structure.

Element x y z (Å)
Pt: 0.113 0.401 -0.182
C: 2.426 0.705 2.858
Si: 0.624 1.087 2.943
C: 0.221 2.844 2.459
C: 0.197 0.990 4.775
N: -0.192 -0.012 1.839
C: -0.717 -1.259 2.130
C: -0.951 -1.677 3.463
C: -1.512 -2.891 3.816
C: -1.886 -3.815 2.854
C: -1.676 -3.465 1.531
C: -1.128 -2.244 1.200
F: -1.006 -2.049 -0.154
H: 3.065 1.561 3.078
H: 2.667 0.345 1.866
H: 2.667 -0.085 3.574
H: 0.904 3.526 2.970
H: -0.798 3.106 2.754
H: 0.316 3.022 1.388
H: 0.717 1.830 5.242
H: 0.559 0.081 5.254
H: -0.866 1.101 5.000
H: -0.677 -1.007 4.253
H: -1.645 -3.115 4.867
H: -2.311 -4.773 3.117
H: -1.926 -4.136 0.719
C: -4.019 -0.601 2.472
N: -3.150 0.309 1.756
C: -2.957 0.309 0.446
S: -1.845 1.484 -0.216
N: -3.635 -0.552 -0.312
C: -3.389 -0.769 -1.728
H: -4.059 -0.286 3.510
H: -3.632 -1.627 2.447
H: -5.029 -0.564 2.060
H: -2.481 0.871 2.265
H: -4.125 -1.290 0.173
H: -3.036 0.157 -2.173
H: -4.320 -1.069 -2.203
H: -2.632 -1.542 -1.873
F: 2.022 2.689 -1.089
C: 3.216 2.171 -0.767
F: 3.430 2.441 0.523
F: 4.136 2.846 -1.474
C: 3.267 0.636 -1.045
O: 2.192 -0.065 -0.642
C: 3.490 0.470 -2.603
F: 3.132 -0.751 -3.007
F: 4.758 0.661 -2.995
F: 2.739 1.348 -3.298
C: 4.566 0.033 -0.385
F: 4.418 -0.204 0.915
F: 4.847 -1.147 -0.967
F: 5.641 0.827 -0.527
C: -0.132 0.033 -6.488
C: -0.090 0.180 -4.996
C: -0.313 1.399 -4.375
C: -0.240 1.495 -2.999
N: 0.032 0.445 -2.223
C: 0.263 -0.739 -2.812
C: 0.198 -0.906 -4.177
H: -0.429 0.960 -6.973
H: -0.833 -0.750 -6.780
H: 0.850 -0.251 -6.867
H: -0.527 2.286 -4.954
H: -0.412 2.433 -2.491
H: 0.497 -1.559 -2.148
H: 0.401 -1.881 -4.597

net charge	0
HOMO energy	-7.2	eV
maximum force	0.921	eV/Å
gap between HOMO and LUMO	7.35	eV
LUMO energy	0.2	eV


Entry 3:
DFT (ωB97M-V/def2-TZVPD) results for one molecule with the formula C22H28N4O2.

Element x y z (Å)
C: 1.563 -2.727 2.398
C: 0.660 -1.501 2.528
N: 0.647 -0.740 1.297
C: -0.478 -0.763 0.515
N: -1.573 -1.220 0.980
C: -2.745 -1.341 0.159
C: -3.926 -1.775 1.042
C: -4.337 -0.655 1.947
C: -3.579 -0.315 3.062
C: -3.970 0.760 3.842
C: -5.112 1.458 3.480
N: -5.841 1.148 2.422
C: -5.458 0.124 1.680
N: -0.284 -0.288 -0.777
C: 1.081 -0.286 -1.254
C: 1.174 0.154 -2.688
C: 0.381 1.193 -3.158
C: 0.497 1.625 -4.467
C: 1.413 1.027 -5.317
C: 2.208 -0.007 -4.854
C: 2.087 -0.444 -3.546
C: 1.832 0.703 -0.337
C: 3.283 0.737 -0.762
O: 4.121 -0.057 -0.424
O: 3.509 1.755 -1.594
C: 4.812 1.845 -2.156
C: 1.673 0.271 1.131
C: 1.383 1.508 1.991
H: 1.195 -3.377 1.608
H: 1.573 -3.284 3.331
H: 2.582 -2.434 2.157
H: 1.001 -0.877 3.358
H: -0.367 -1.811 2.719
H: -3.005 -0.391 -0.335
H: -2.597 -2.099 -0.628
H: -4.762 -2.068 0.404
H: -3.607 -2.635 1.633
H: -2.691 -0.882 3.294
H: -3.402 1.050 4.714
H: -5.463 2.303 4.058
H: -6.087 -0.089 0.824
H: -0.969 -0.612 -1.444
H: 1.549 -1.279 -1.136
H: -0.329 1.661 -2.492
H: -0.125 2.432 -4.824
H: 1.507 1.367 -6.337
H: 2.923 -0.477 -5.513
H: 2.709 -1.250 -3.185
H: 1.398 1.692 -0.502
H: 4.896 2.842 -2.580
H: 5.568 1.684 -1.386
H: 4.932 1.091 -2.937
H: 2.619 -0.183 1.455
H: 1.360 1.253 3.047
H: 2.156 2.258 1.837
H: 0.417 1.928 1.719

net charge	0
HOMO energy	-8.2	eV
maximum force	0.515	eV/Å
gap between HOMO and LUMO	8.89	eV
SMILES	CCN1/C(=N/CCc2cccnc2)N[C@@H](c2ccccc2)[C@H](C(=O)OC)[C@H]1C
LUMO energy	0.7	eV


Entry 4:
DFT (ωB97M-V/def2-TZVPD) results for one molecule with the formula C22H28N4O2S.

Element x y z (Å)
C: 4.506 4.055 0.310
C: 4.723 2.590 0.091
C: 4.334 1.989 -1.102
C: 4.548 0.639 -1.318
C: 5.156 -0.111 -0.331
S: 5.348 -1.877 -0.527
O: 6.583 -2.311 0.060
O: 5.066 -2.246 -1.879
N: 4.158 -2.487 0.494
C: 2.901 -1.872 0.531
C: 2.284 -1.625 1.766
C: 1.049 -1.014 1.850
C: 0.447 -0.632 0.663
C: 1.065 -0.870 -0.589
C: 2.297 -1.507 -0.660
N: 0.261 -0.383 -1.583
C: -0.788 0.115 -0.987
C: -1.919 0.737 -1.727
C: -3.073 -0.258 -1.948
N: -3.926 -0.363 -0.774
C: -4.460 -1.700 -0.569
C: -5.179 -1.778 0.774
C: -6.312 -0.759 0.824
C: -5.748 0.627 0.534
C: -5.001 0.616 -0.797
N: -0.743 -0.010 0.374
C: -1.732 0.422 1.321
C: 5.557 0.463 0.859
C: 5.344 1.814 1.066
H: 4.409 4.281 1.369
H: 3.615 4.397 -0.211
H: 5.358 4.615 -0.078
H: 3.854 2.582 -1.866
H: 4.259 0.161 -2.239
H: 4.544 -2.727 1.394
H: 2.790 -1.931 2.671
H: 0.586 -0.838 2.809
H: 2.768 -1.725 -1.602
H: -1.531 1.042 -2.698
H: -2.284 1.618 -1.196
H: -2.638 -1.235 -2.168
H: -3.653 0.053 -2.831
H: -3.625 -2.405 -0.580
H: -5.160 -1.982 -1.376
H: -4.465 -1.568 1.573
H: -5.566 -2.788 0.918
H: -6.795 -0.775 1.803
H: -7.063 -1.012 0.072
H: -5.059 0.914 1.331
H: -6.549 1.367 0.492
H: -4.568 1.602 -0.986
H: -5.715 0.399 -1.613
H: -1.666 -0.199 2.214
H: -2.719 0.306 0.870
H: -1.570 1.465 1.607
H: 6.043 -0.152 1.601
H: 5.658 2.272 1.992

net charge	0
HOMO energy	-8.0	eV
maximum force	0.982	eV/Å
gap between HOMO and LUMO	8.54	eV
SMILES	Cc1ccc(S(=O)(=O)Nc2ccc3c(c2)nc(CCN2CCCCC2)n3C)cc1
LUMO energy	0.6	eV


What energy relative to the best compared isomer or geometry (same formula, charge and spin) values result from the calculations? In sequence: 276.3 92.8 120.8 118.3 kJ/mol.
What E values result from the calculations? In sequence: -1360.71701 -2955.16368 -1224.65579 -1622.84141 Eh.